Here is C48H135AgB2F8N9O15 as an isolated structure from the OMol25 dataset. Energies are from ωB97M-V/def2-TZVPD.

Geometry (Å):
Ag: -0.3296 -2.8945 -1.9348
B: -0.2764 0.7945 -0.2677
F: -1.0610 1.8670 0.3055
F: 0.8464 1.3810 -0.9113
F: 0.1288 -0.2179 0.7077
F: -1.1047 0.1996 -1.2085
B: 0.4755 -5.6804 -3.5390
F: -0.8890 -5.2744 -3.3085
F: 0.5098 -6.1120 -4.8692
F: 1.3086 -4.5521 -3.3885
F: 0.8205 -6.5618 -2.4801
C: 4.5551 1.0319 -2.9183
C: 3.8197 1.6425 -1.7167
C: 4.7840 1.9553 -0.6342
O: 5.5402 0.8325 -0.2733
C: 6.7582 1.1835 0.3646
N: 3.3008 2.9722 -1.9977
H: 4.9139 0.0149 -2.8012
H: 5.2682 1.7308 -3.2404
H: 3.8483 0.8851 -3.7536
H: 3.0268 0.9425 -1.2912
H: 4.1977 2.3366 0.2512
H: 5.4514 2.7636 -0.9532
H: 6.6632 1.7093 1.3567
H: 7.2836 1.8766 -0.3124
H: 7.3504 0.2847 0.4342
H: 2.6421 2.9600 -2.7454
H: 2.8432 3.2947 -1.1495
C: -0.7100 6.8784 4.7110
C: -0.0335 6.3306 3.5017
C: -0.9791 5.8302 2.4366
O: -1.8097 4.7346 2.9297
C: -2.8225 4.3619 2.0076
N: 0.7217 7.3676 2.7835
H: -1.0435 7.8934 4.5779
H: 0.0449 6.9830 5.4917
H: -1.4839 6.2681 5.0840
H: 0.5151 5.4219 3.8233
H: -0.4619 5.5200 1.5384
H: -1.5350 6.7812 2.1118
H: -2.3079 3.9841 1.0950
H: -3.3976 5.2591 1.7314
H: -3.5321 3.6558 2.4245
H: 1.6149 7.5213 3.1729
H: 0.8367 7.1598 1.8004
C: 2.0774 -2.0428 -4.7573
C: 1.2391 -1.0469 -3.9680
C: -0.1600 -1.0393 -4.4922
O: -0.7266 -2.3339 -4.2070
C: -1.6924 -2.8195 -5.1602
N: 1.1994 -1.3543 -2.4717
H: 3.1513 -1.9811 -4.5962
H: 1.8771 -1.9411 -5.8553
H: 1.7872 -3.0624 -4.4196
H: 1.6785 -0.0550 -4.0591
H: -0.1203 -0.9157 -5.5849
H: -0.7064 -0.1849 -4.1318
H: -1.3702 -2.6608 -6.1458
H: -2.6439 -2.3360 -4.8882
H: -1.8438 -3.9066 -4.8937
H: 0.7745 -0.5555 -1.9482
H: 2.1759 -1.5538 -2.1411
C: -1.9076 -3.6095 5.4016
C: -1.4952 -3.1438 4.0597
C: -2.6193 -2.7920 3.1208
O: -2.1678 -2.4481 1.8642
C: -3.0935 -1.6033 1.1723
N: -0.6876 -1.9240 4.2303
H: -1.0732 -3.5356 6.1585
H: -2.1717 -4.7060 5.4916
H: -2.6284 -2.9744 5.9021
H: -0.9051 -3.9617 3.6492
H: -3.0661 -1.9599 3.5647
H: -3.2877 -3.6628 3.0412
H: -3.9962 -2.1839 1.0218
H: -2.5966 -1.2836 0.2305
H: -3.2172 -0.7040 1.7505
H: 0.1593 -2.1174 4.7684
H: -0.3632 -1.5426 3.3646
C: 3.8526 -1.9816 6.4520
C: 2.8756 -0.9068 5.9835
C: 2.8182 -0.9506 4.4845
O: 4.0316 -0.6372 3.8713
C: 4.0297 -0.5047 2.4649
N: 1.5386 -1.1601 6.5637
H: 3.3830 -2.9686 6.2497
H: 3.9263 -1.9008 7.5591
H: 4.8555 -1.8518 6.0843
H: 3.3116 0.1233 6.2404
H: 2.0619 -0.2172 4.3002
H: 2.4269 -1.9045 4.1732
H: 3.2663 0.2936 2.2303
H: 3.6882 -1.3813 1.9939
H: 5.0267 -0.2159 2.1054
H: 1.5504 -1.1561 7.5865
H: 0.8220 -0.5271 6.2135
C: -7.1714 -0.5770 1.3579
C: -7.4350 0.8590 0.9560
C: -6.1203 1.7043 1.1574
O: -5.1347 1.0414 0.3947
C: -3.9473 1.7669 0.2119
N: -7.8823 1.0119 -0.4060
H: -6.2999 -1.0495 0.8321
H: -8.0831 -1.1492 1.1111
H: -6.9412 -0.6561 2.4498
H: -8.2654 1.2774 1.5964
H: -5.7469 1.8269 2.1700
H: -6.3183 2.7038 0.8327
H: -3.4577 1.3774 -0.6319
H: -3.2260 1.6453 1.0445
H: -4.1808 2.8165 0.1403
H: -7.1413 0.8541 -1.0879
H: -8.3667 1.9041 -0.4934
C: 1.8246 -4.0246 1.7416
C: 1.2229 -4.1659 0.3857
C: 0.3569 -5.4142 0.2339
O: -0.5707 -5.3269 1.3111
C: -1.3273 -6.4484 1.6792
N: 0.3901 -2.9936 0.1262
H: 2.6130 -4.7573 1.7546
H: 1.2321 -4.1932 2.6398
H: 2.3952 -3.0072 1.9146
H: 1.9905 -4.1334 -0.3233
H: 1.1026 -6.2355 0.2933
H: -0.1720 -5.5203 -0.7188
H: -0.8924 -7.3930 1.4854
H: -2.2785 -6.5079 1.1803
H: -1.5375 -6.3776 2.7402
H: -0.4365 -3.0081 0.7559
H: 0.9021 -2.1126 0.3407
C: 6.0928 -3.0930 -0.7157
C: 4.9028 -2.9580 -1.5891
C: 4.3339 -4.2944 -2.0305
O: 3.9663 -4.9595 -0.8459
C: 3.7653 -6.3383 -0.9671
N: 3.7743 -2.1444 -0.9770
H: 5.8582 -3.5637 0.2506
H: 6.4781 -2.1143 -0.4391
H: 6.9536 -3.6444 -1.2149
H: 5.1783 -2.4990 -2.5413
H: 5.1568 -4.8858 -2.4379
H: 3.5186 -4.1146 -2.7220
H: 3.5271 -6.6939 0.0063
H: 4.6496 -6.9736 -1.3568
H: 2.8995 -6.5215 -1.6049
H: 3.6535 -2.6041 -0.0387
H: 4.1203 -1.1987 -0.8190
C: -6.2378 -1.9070 -2.4997
C: -5.0089 -1.3717 -3.1777
C: -5.2559 -0.0361 -3.9093
O: -4.0953 0.4489 -4.4835
C: -4.2246 1.8089 -4.8717
N: -4.0053 -1.2557 -2.1273
H: -6.5170 -1.3400 -1.6063
H: -6.1485 -2.9675 -2.2210
H: -7.0048 -1.9178 -3.2167
H: -4.6345 -2.1732 -3.8916
H: -5.7349 0.7535 -3.2213
H: -5.9941 -0.2527 -4.7143
H: -4.4630 1.8950 -5.9218
H: -3.3848 2.4736 -4.6594
H: -5.0382 2.3899 -4.3913
H: -3.1726 -0.7182 -2.4688
H: -4.3589 -0.7657 -1.3046
C: -3.9942 -4.6013 -0.2408
C: -3.0131 -4.6956 -1.3978
O: -2.4828 -3.3677 -1.6016
H: -4.5514 -5.5114 -0.3190
H: -4.6814 -3.7778 -0.4759
H: -3.4663 -4.4928 0.7014
H: -3.4944 -5.0442 -2.3516
H: -2.2307 -5.4109 -1.1636
H: -3.1424 -2.6991 -1.8033
C: 0.1370 2.5267 -6.6057
C: 1.4242 2.7215 -5.8570
O: 1.4231 2.5774 -4.4229
H: -0.6122 3.2021 -6.2797
H: -0.2167 1.4904 -6.6831
H: 0.3338 2.8304 -7.6034
H: 1.9289 3.6222 -6.1723
H: 2.1001 1.8935 -6.1083
H: 0.5962 2.8833 -4.1036
C: 3.3467 7.4778 -1.9082
C: 3.3086 6.7256 -0.5664
O: 1.9785 6.4362 -0.0551
H: 4.3662 7.6888 -2.1250
H: 2.8331 8.4297 -1.8964
H: 2.9690 6.7901 -2.6599
H: 3.7866 7.3393 0.2018
H: 3.7832 5.7749 -0.7189
H: 1.9311 5.5256 0.2507
C: 0.4938 2.4079 5.1317
C: -0.5703 1.4678 4.5845
O: -0.8771 0.4418 5.5105
H: 0.5176 3.3506 4.6711
H: 1.5453 2.0545 4.9872
H: 0.2634 2.6944 6.1858
H: -0.2112 0.9942 3.6020
H: -1.4414 2.0750 4.3651
H: -1.0957 -0.3996 5.0719
C: 3.0991 3.2871 2.6820
C: 1.9609 2.7775 1.9249
O: 1.5726 3.7823 0.9306
H: 4.0109 3.1523 2.1048
H: 3.1831 2.8012 3.6066
H: 2.9820 4.3515 2.9040
H: 1.0510 2.4161 2.5145
H: 2.2839 1.8505 1.3943
H: 0.8071 3.3744 0.4319
C: -0.5604 4.8081 -1.7510
C: -1.6364 4.0343 -2.5582
O: -1.2462 2.7373 -2.9712
H: -0.5623 5.8711 -2.0138
H: 0.4429 4.4144 -1.8953
H: -0.7912 4.6836 -0.6651
H: -1.7454 4.5047 -3.5289
H: -2.5930 3.9538 -2.0493
H: -1.2271 2.0508 -2.2268

Atomic forces in eV per Å
0.2 0.5 -0.5
0.0 0.8 1.5
1.1 -0.9 0.0
-0.6 -0.7 0.5
-0.3 1.4 -1.0
-0.2 -0.6 -0.7
-0.8 -0.1 -0.2
0.3 0.3 0.4
0.5 -0.3 0.9
0.0 0.1 0.4
-0.1 -0.1 -1.1
-2.5 -0.7 -0.3
-0.5 -0.8 0.1
0.2 0.3 1.6
0.4 -0.5 0.7
-0.1 0.8 -0.3
0.1 -0.1 0.1
0.6 0.1 0.6
1.4 0.7 -0.5
0.0 0.5 0.1
0.8 0.6 -0.7
0.6 -0.2 -0.6
0.0 0.0 -0.1
-0.2 -0.7 -0.7
0.1 -0.1 0.3
0.1 -0.3 0.3
-0.6 0.0 -0.6
-0.2 0.2 -0.2
1.2 1.0 0.6
0.2 -0.9 -1.3
-2.0 0.5 0.1
0.3 1.1 0.0
1.0 1.1 -0.8
-0.8 -0.2 0.3
-0.5 0.3 -0.5
0.0 -0.2 0.3
-1.0 -0.8 0.3
0.4 0.5 -0.2
0.4 -0.4 -0.2
-0.2 -1.4 0.4
-0.6 -0.1 0.4
0.0 -0.1 -0.1
0.4 -0.3 0.3
1.1 0.2 0.5
0.2 -0.2 0.0
-0.4 -1.2 0.0
0.6 -0.1 0.8
0.0 -0.5 -1.0
0.2 0.5 0.0
-1.2 -1.2 3.2
0.2 0.2 -0.5
0.1 0.4 0.1
0.2 0.0 1.0
0.2 0.8 -0.7
-0.2 0.3 0.0
0.0 0.0 0.2
-0.8 0.1 0.6
0.4 0.2 -1.3
0.1 0.1 -0.8
0.5 1.1 -0.6
0.9 -0.7 -0.7
-0.9 0.0 0.2
0.4 -1.3 2.7
1.4 0.3 -0.7
0.2 -2.0 0.4
0.9 0.4 -1.3
1.5 -0.2 -0.4
0.3 -0.4 0.6
-0.3 0.0 -1.1
-0.2 1.3 -0.5
-0.7 0.0 -0.3
0.2 -0.1 -0.5
-1.4 1.4 0.8
-0.3 0.2 0.2
-0.4 0.4 -0.2
-0.5 -0.5 0.5
-0.6 0.4 0.4
-0.3 0.0 0.1
0.0 0.1 -0.9
-1.1 -0.1 1.8
1.4 0.5 1.0
-0.7 0.4 -0.1
1.1 -0.1 0.6
-1.0 2.2 0.9
0.7 -0.2 -0.5
0.6 0.4 -0.1
0.0 -0.2 -0.5
0.2 -0.1 -0.5
-0.6 -1.1 -0.1
-0.8 0.8 -1.1
-0.1 -0.8 -0.3
0.8 -0.5 -0.2
-0.2 -1.4 -0.7
-0.4 -0.1 0.3
0.1 0.1 -0.6
0.1 0.2 0.3
0.1 -1.0 0.2
0.9 1.2 1.1
-0.6 -1.2 0.3
-0.3 -0.1 -0.4
0.0 0.1 1.8
-0.6 -0.3 -0.2
-0.8 0.6 0.3
0.5 0.0 0.3
-0.3 0.1 -0.8
1.0 -0.4 -0.4
-0.2 -0.4 0.6
0.0 0.9 -0.8
0.6 -0.3 -1.4
-0.5 0.0 -0.1
0.1 0.6 -0.4
-0.3 0.4 0.3
0.5 -0.4 -0.5
2.3 1.3 1.2
-2.1 0.7 0.3
0.7 -0.2 0.6
0.4 -0.1 0.0
-0.5 0.4 0.2
-0.8 1.3 0.0
0.6 -0.4 0.3
-0.5 0.1 -0.4
-1.3 -1.8 -0.6
1.1 -0.4 -1.2
-0.8 -0.2 0.3
0.3 0.2 0.0
1.1 -0.9 -0.2
-0.7 0.3 -0.5
0.1 0.1 0.3
0.3 0.1 -0.4
-0.6 -0.7 -0.3
1.8 -0.3 0.7
-1.5 0.4 -1.0
1.0 0.1 1.0
0.0 0.0 0.4
0.4 -1.0 -1.3
0.9 -1.3 0.5
0.0 -0.2 -0.4
0.1 0.3 -0.1
-1.1 0.5 0.6
0.1 0.5 0.1
-0.1 0.1 -0.7
-0.3 -0.4 -0.2
-0.1 -0.4 0.9
-1.0 1.3 0.5
0.1 -0.2 -0.2
-0.1 0.9 -1.0
0.1 -0.1 0.3
0.1 -0.7 0.4
0.9 -0.3 0.1
-1.9 -0.4 0.3
0.9 1.1 0.4
-0.6 1.2 -0.1
1.7 0.8 -0.3
-0.1 0.0 -0.2
0.4 0.3 0.1
-1.5 0.3 -0.8
-0.4 1.1 0.4
0.7 -1.2 -0.6
0.0 0.2 0.3
0.1 -0.2 -0.6
0.7 -0.9 0.1
0.0 -0.9 0.3
-1.0 -0.4 0.4
-0.1 0.0 -0.2
0.1 0.0 -1.3
-0.8 0.7 -0.5
2.3 -2.1 0.3
-0.6 -0.7 0.6
0.1 -0.1 0.5
-0.2 0.1 0.1
0.3 0.3 0.8
0.3 0.3 -0.2
-1.3 1.1 -0.2
0.3 -0.6 0.1
1.3 -1.8 0.6
0.6 0.0 -1.1
-1.0 0.4 0.6
0.0 0.3 0.5
0.3 0.2 -1.2
0.0 0.6 0.2
0.0 0.3 -0.5
-1.6 0.4 0.9
-0.8 -1.0 0.9
-1.1 0.5 0.3
0.2 0.8 -0.8
1.0 0.1 -0.3
-0.4 0.0 0.0
-0.2 0.3 -0.3
0.4 -0.2 0.0
0.7 -0.4 0.1
0.2 -0.3 0.1
0.7 -0.8 1.2
0.8 -0.5 -1.2
0.2 0.7 0.7
-0.4 1.3 -1.2
-0.8 -0.2 0.6
0.4 -0.7 -0.5
-0.5 0.7 1.1
-0.4 0.0 -0.2
0.0 -0.1 -0.4
0.6 1.5 -0.2
-2.1 -1.4 -1.4
-1.1 -1.5 -0.2
0.2 0.1 0.1
0.3 -0.9 1.3
0.0 0.0 -0.1
1.1 1.0 -0.5
-0.3 0.5 0.0
1.1 0.6 0.6
-1.0 -0.5 0.9
1.0 0.0 -0.2
0.5 -2.2 1.2
0.0 -0.2 0.2
0.0 -0.1 -0.3
0.3 0.4 -0.7
-0.5 0.5 0.0
-0.2 0.4 0.2
-0.1 1.7 -1.3

Kohn-Sham gap (alpha / beta): 9.2733 / 6.0665 eV
M: 1360.13 g/mol
Net charge: 0
Spin multiplicity: 2
LUMO (alpha / beta): 0.48 / -2.73 eV
⟨S²⟩: 0.755